Here is C35H49BrF8InO24 as an isolated structure at a distorted geometry from the OMol25 dataset. Energies are from the ωB97M-V functional and the def2-TZVPD basis.

```
118
Properties=species:S:1:pos:R:3:lowdin_charge:R:1
C 4.640 4.442 1.637 -0.14
C 4.311 5.807 0.852 -0.26
C 3.083 5.612 -0.191 -0.20
C 2.573 7.095 -0.595 -0.22
C 0.970 7.152 -0.845 -0.22
C 0.238 7.036 0.589 -0.21
C -1.303 7.576 0.510 -0.22
C -2.216 7.109 1.741 -0.22
C -3.004 5.720 1.570 -0.22
C -2.748 4.913 0.206 -0.30
C -1.406 3.966 0.254 -0.34
In -1.844 1.758 0.119 0.23
Br -0.355 0.498 1.933 0.16
H 5.444 4.658 2.423 0.07
H 3.691 4.087 2.200 0.09
H 4.957 3.606 0.903 0.06
H 5.206 6.193 0.240 0.10
H 3.973 6.585 1.629 0.10
H 2.274 4.976 0.311 0.11
H 3.392 5.070 -1.158 0.10
H 2.792 7.813 0.271 0.09
H 3.152 7.392 -1.558 0.11
H 0.744 8.151 -1.394 0.11
H 0.611 6.291 -1.529 0.11
H 0.317 5.966 0.982 0.08
H 0.814 7.746 1.309 0.11
H -1.740 7.395 -0.531 0.10
H -1.200 8.732 0.605 0.10
H -1.560 7.056 2.689 0.11
H -3.002 7.941 1.938 0.10
H -2.703 5.041 2.464 0.11
H -4.144 5.910 1.669 0.10
H -3.626 4.153 0.119 0.07
H -2.806 5.544 -0.752 0.09
H -0.788 4.249 -0.669 0.02
H -0.897 4.180 1.258 0.02
H -3.572 1.316 0.293 -0.11
H -1.257 1.164 -1.484 -0.10
C 0.594 -4.643 1.045 -0.08
C -0.895 -4.737 1.163 -0.33
O -1.274 -3.440 1.561 0.14
C -0.324 -2.606 1.033 -0.52
O -0.450 -1.415 0.931 -0.27
O 0.786 -3.303 0.631 0.08
F -1.252 -5.609 2.142 0.06
H 1.103 -4.804 2.000 0.12
H 0.999 -5.342 0.310 0.14
H -1.404 -4.999 0.230 0.16
C -2.557 -0.340 -5.746 -0.07
C -1.449 0.641 -5.536 -0.32
O -2.039 1.623 -4.709 0.14
C -2.989 0.963 -3.987 -0.54
O -3.506 1.395 -3.000 0.11
O -3.273 -0.258 -4.525 0.07
F -1.086 1.224 -6.705 0.07
H -3.216 -0.061 -6.574 0.15
H -2.191 -1.352 -5.917 0.11
H -0.567 0.225 -5.040 0.18
C 0.980 -5.080 4.908 -0.06
C 2.385 -4.605 4.727 -0.33
O 2.988 -4.900 5.971 0.15
C 2.315 -5.982 6.452 -0.50
O 2.710 -6.678 7.347 0.14
O 1.142 -6.183 5.789 0.09
F 2.424 -3.268 4.535 0.10
H 0.338 -4.331 5.380 0.16
H 0.521 -5.393 3.970 0.12
H 2.931 -5.111 3.925 0.18
C -4.593 -5.175 -0.987 -0.06
C -4.868 -6.637 -1.136 -0.32
O -4.559 -6.887 -2.492 0.15
C -3.601 -5.977 -2.819 -0.52
O -2.905 -6.051 -3.794 0.15
O -3.524 -4.973 -1.901 0.07
F -6.178 -6.908 -0.936 0.08
H -5.443 -4.553 -1.280 0.15
H -4.297 -4.908 0.029 0.14
H -4.255 -7.278 -0.495 0.18
C 4.251 -5.755 9.568 -0.08
C 5.737 -5.879 9.664 -0.32
O 6.033 -5.280 10.910 0.14
C 4.925 -5.480 11.679 -0.53
O 4.902 -5.353 12.871 0.16
O 3.849 -5.850 10.928 0.08
F 6.349 -5.166 8.688 0.08
H 3.933 -4.791 9.162 0.15
H 3.805 -6.551 8.970 0.11
H 6.104 -6.910 9.656 0.18
C -0.344 -4.602 -6.982 -0.07
C -1.794 -4.386 -6.691 -0.31
O -2.443 -5.131 -7.700 0.15
C -1.588 -6.149 -8.003 -0.53
O -1.901 -7.130 -8.614 0.17
O -0.334 -5.916 -7.519 0.07
F -2.131 -3.079 -6.836 0.05
H 0.046 -3.902 -7.728 0.15
H 0.275 -4.539 -6.086 0.15
H -2.113 -4.743 -5.708 0.16
C -7.523 1.158 -3.455 -0.07
C -6.495 0.753 -2.450 -0.33
O -7.038 -0.427 -1.887 0.14
C -7.794 -0.981 -2.873 -0.53
O -8.189 -2.115 -2.864 0.15
O -8.042 -0.094 -3.880 0.07
F -6.381 1.680 -1.473 0.08
H -8.329 1.755 -3.017 0.14
H -7.093 1.710 -4.292 0.14
H -5.511 0.538 -2.875 0.15
C 8.109 4.461 -1.725 -0.07
C 7.348 3.263 -1.256 -0.32
O 6.001 3.623 -1.485 0.12
C 6.033 4.480 -2.545 -0.53
O 5.074 4.784 -3.194 0.17
O 7.295 4.945 -2.781 0.07
F 7.521 3.069 0.073 0.08
H 8.200 5.232 -0.954 0.15
H 9.107 4.206 -2.085 0.14
H 7.580 2.342 -1.799 0.18
```

## Properties
Highest occupied orbital energy: -0.15154 Ha
Orbital gap: 5.555 eV
Multiplicity: 1
LUMO level: 1.432 eV
Total charge: -1
Max |F|: 7.25 eV Å⁻¹